Entry 1:
Here is a molecular structure, C2H5N5O from the Open Molecules 2025 dataset. Energies are from ωB97M-V/def2-TZVPD.

CARTESIAN COORDINATES (ANGSTROEM)
C1 1.16 0.32 0.86
C2 -0.22 1.07 -0.31
H1 -1.71 -1.04 -1.94
H2 -2.03 -0.47 -0.50
H3 0.54 -2.47 1.26
H4 1.77 0.10 1.64
H5 -1.40 2.64 0.23
N1 -1.33 -0.99 -0.95
N2 -0.13 -0.28 -0.73
N3 0.39 -0.74 0.48
N4 0.75 1.44 0.45
N5 -1.31 1.76 -0.56
O1 1.07 -1.92 0.64

Values from the calculation:
* HOMO-LUMO gap: 9.291 eV
* energy: -428.04237 a.u.
* multiplicity: 1
* ΔE to the lowest compared entry with this formula, charge and spin: 4.919 eV
* LUMO energy: 0.4 eV

Atom charges from the Mulliken analysis, given in e for atoms 1 to 6: -0.236 0.746 0.272 0.272 0.397 0.462

***

Entry 2:
Here is a molecular structure, C55H47FGeMgN5O2P3 from the Open Molecules 2025 dataset. Energies are from ωB97M-V/def2-TZVPD.

CARTESIAN COORDINATES (ANGSTROEM)
Mg1 0.11 -0.48 -1.48
F1 0.40 0.36 0.20
Ge1 1.22 0.62 1.77
C1 2.85 1.43 1.06
C2 3.76 1.82 2.05
C3 4.95 2.46 1.76
C4 5.26 2.72 0.43
C5 4.39 2.32 -0.57
C6 3.19 1.66 -0.29
P1 2.21 1.18 -1.79
C7 1.46 2.75 -2.32
C8 1.12 2.95 -3.66
C9 0.41 4.08 -4.04
C10 0.02 5.02 -3.09
C11 0.35 4.82 -1.76
C12 1.07 3.69 -1.37
C13 3.41 0.73 -3.08
C14 4.10 1.65 -3.86
C15 5.01 1.21 -4.82
C16 5.23 -0.15 -5.00
C17 4.53 -1.07 -4.23
C18 3.62 -0.63 -3.28
C19 0.07 1.81 2.80
C20 0.76 2.58 3.74
C21 0.11 3.48 4.56
C22 -1.26 3.62 4.46
C23 -1.96 2.86 3.54
C24 -1.33 1.93 2.71
P2 -2.40 0.92 1.60
C25 -3.38 -0.12 2.73
C26 -3.44 0.01 4.11
C27 -4.25 -0.83 4.86
C28 -5.03 -1.79 4.24
C29 -4.98 -1.94 2.86
C30 -4.14 -1.12 2.11
C31 -3.60 2.22 1.09
C32 -3.12 3.44 0.63
C33 -3.97 4.39 0.09
C34 -5.34 4.13 0.00
C35 -5.83 2.91 0.47
C36 -4.97 1.96 1.01
C37 1.46 -1.14 2.54
C38 2.02 -1.11 3.82
C39 2.31 -2.27 4.51
C40 2.03 -3.50 3.93
C41 1.47 -3.54 2.66
C42 1.17 -2.38 1.96
P3 0.48 -2.62 0.27
C43 -0.98 -3.66 0.49
C44 -1.54 -3.96 1.73
C45 -2.68 -4.75 1.81
C46 -3.28 -5.24 0.66
C47 -2.74 -4.92 -0.58
C48 -1.61 -4.14 -0.67
C49 1.77 -3.69 -0.45
C50 3.01 -3.09 -0.67
C51 4.06 -3.81 -1.22
C52 3.87 -5.15 -1.55
C53 2.65 -5.75 -1.33
C54 1.59 -5.03 -0.78
H1 3.54 1.62 3.10
H2 5.62 2.75 2.55
H3 6.18 3.23 0.17
H4 4.67 2.51 -1.59
H5 1.42 2.23 -4.41
H6 0.17 4.24 -5.09
H7 -0.53 5.90 -3.39
H8 0.06 5.55 -1.01
H9 1.34 3.56 -0.33
H10 3.93 2.71 -3.75
H11 5.54 1.93 -5.42
H12 5.94 -0.49 -5.74
H13 4.69 -2.13 -4.37
H14 3.07 -1.37 -2.70
H15 1.84 2.51 3.82
H16 0.67 4.07 5.28
H17 -1.79 4.33 5.09
H18 -3.04 2.98 3.47
H19 -2.85 0.76 4.62
H20 -4.29 -0.72 5.94
H21 -5.68 -2.42 4.82
H22 -5.57 -2.69 2.37
H23 -4.07 -1.27 1.04
H24 -2.05 3.66 0.70
H25 -3.58 5.34 -0.25
H26 -6.01 4.87 -0.40
H27 -6.89 2.71 0.42
H28 -5.38 1.03 1.38
H29 2.24 -0.16 4.30
H30 2.74 -2.22 5.50
H31 2.26 -4.42 4.45
H32 1.28 -4.51 2.21
H33 -1.09 -3.58 2.64
H34 -3.10 -4.98 2.78
H35 -4.16 -5.87 0.73
H36 -3.21 -5.30 -1.49
H37 -1.18 -3.92 -1.64
H38 3.16 -2.05 -0.40
H39 5.02 -3.33 -1.37
H40 4.69 -5.72 -1.97
H41 2.51 -6.80 -1.59
H42 0.65 -5.52 -0.61
N1 -1.74 1.79 -2.30
N2 -2.43 1.27 -3.40
C55 -2.10 0.07 -3.88
N3 -2.76 -0.43 -4.92
N4 -1.07 -0.51 -3.24
N5 -0.64 -1.75 -3.57
O1 0.32 -2.09 -2.83
O2 -1.09 -2.44 -4.45
H43 -2.41 2.01 -1.57
H44 -1.24 2.63 -2.58
H45 -3.18 1.79 -3.83
H46 -3.50 0.08 -5.35
H47 -2.52 -1.35 -5.26

Values from the calculation:
* HOMO-LUMO gap: 6.924 eV
* energy: -5948.86734 a.u.
* multiplicity: 1
* LUMO energy: -5.5 eV
* charge: +2

Atom charges from the Mulliken analysis, given in e for atoms 1 to 6: 1.732 1.380 0.542 0.525 -0.151 -1.051

***

Entry 3:
Here is a molecular structure, C6H12NS from the Open Molecules 2025 dataset. Energies are from ωB97M-V/def2-TZVPD.

CARTESIAN COORDINATES (ANGSTROEM)
C1 2.15 -1.54 0.30
C2 3.05 -0.55 0.09
C3 0.72 -1.22 -0.03
C4 0.37 0.20 -0.09
C5 -2.05 0.68 -0.68
C6 -0.54 0.66 -1.06
N1 0.23 0.93 1.18
S1 2.44 1.07 -0.51
H1 2.44 -2.46 0.70
H2 4.13 -0.65 0.22
H3 0.49 -1.76 -1.06
H4 -0.10 -1.68 0.66
H5 -2.24 1.56 -0.02
H6 -2.22 -0.15 -0.06
H7 -2.66 0.79 -1.64
H8 -0.34 1.71 -1.31
H9 -0.40 0.15 -1.95
H10 0.89 1.72 1.11
H11 0.53 0.31 2.09
H12 -0.73 1.31 1.33

Values from the calculation:
* HOMO-LUMO gap: 8.106 eV
* energy: -688.42371 a.u.
* multiplicity: 1
* ΔE to the lowest compared entry with this formula, charge and spin: 2.290 eV
* LUMO energy: -4.4 eV
* charge: +1

Atom charges from the Mulliken analysis, given in e for atoms 1 to 6: -0.720 -0.187 -0.298 -0.264 -1.270 -0.822

***

Entry 4:
Here is C20H24N2O4 in the gas phase from the Open Molecules 2025 dataset. Energies are from ωB97M-V/def2-TZVPD.

CARTESIAN COORDINATES (ANGSTROEM)
C1 1.26 0.09 4.86
O1 1.20 0.89 3.71
C2 1.64 0.38 2.52
C3 1.58 1.23 1.42
C4 1.98 0.78 0.18
C5 2.46 -0.51 0.00
C6 2.76 -0.98 -1.38
C7 4.08 -1.61 -1.67
N1 1.94 -0.84 -2.34
N2 0.80 -0.19 -2.27
C8 -0.27 -0.56 -1.70
C9 -0.42 -1.85 -0.94
C10 -1.43 0.34 -1.81
C11 -1.84 0.81 -3.05
C12 -2.92 1.66 -3.19
C13 -3.62 2.06 -2.06
O2 -4.70 2.88 -2.06
C14 -5.17 3.37 -3.29
C15 -3.20 1.62 -0.80
C16 -2.12 0.77 -0.67
O3 -1.64 0.34 0.54
C17 -2.14 0.93 1.71
C18 2.54 -1.36 1.11
O4 2.98 -2.63 0.88
C19 3.02 -3.55 1.94
C20 2.13 -0.91 2.36
H1 2.29 -0.20 5.09
H2 0.88 0.71 5.67
H3 0.64 -0.81 4.76
H4 1.20 2.23 1.56
H5 1.91 1.44 -0.67
H6 4.21 -2.51 -1.07
H7 4.13 -1.87 -2.73
H8 4.89 -0.92 -1.43
H9 -0.36 -1.64 0.13
H10 -1.40 -2.29 -1.14
H11 0.37 -2.54 -1.21
H12 -1.29 0.49 -3.92
H13 -3.21 1.99 -4.18
H14 -5.49 2.56 -3.95
H15 -6.03 4.00 -3.05
H16 -4.42 3.98 -3.79
H17 -3.76 1.98 0.05
H18 -1.51 0.56 2.52
H19 -3.18 0.63 1.89
H20 -2.08 2.02 1.68
H21 3.70 -3.23 2.73
H22 3.38 -4.48 1.51
H23 2.02 -3.71 2.37
H24 2.18 -1.57 3.21

Values from the calculation:
* SMILES string: COc1ccc(/C(C)=N\N=C(/C)c2ccc(OC)cc2OC)c(OC)c1
* HOMO-LUMO gap: 8.440 eV
* energy: -1186.89634 a.u.
* multiplicity: 1
* ΔE to the lowest compared entry with this formula, charge and spin: 4.679 eV
* LUMO energy: 0.6 eV

Atom charges from the Mulliken analysis, given in e for atoms 1 to 6: -0.891 -0.465 0.244 -0.594 -0.185 0.039

***

Entry 5:
Here is 2 unconnected molecules or ions with the total composition C2HCl2FS from the Open Molecules 2025 dataset. Energies are from ωB97M-V/def2-TZVPD.

CARTESIAN COORDINATES (ANGSTROEM)
C1 0.94 -0.76 -0.04
C2 -0.80 0.37 0.04
F1 0.66 -2.04 0.17
S1 2.37 -0.06 -0.20
Cl1 -0.68 1.36 -1.33
Cl2 -0.92 1.37 1.49
H1 -1.57 -0.23 -0.14

Values from the calculation:
* HOMO-LUMO gap: 9.119 eV
* energy: -1495.14598 a.u.
* multiplicity: 1
* ΔE to the lowest compared entry with this formula, charge and spin: 2.141 eV
* LUMO energy: -0.4 eV

Atom charges from the Mulliken analysis, given in e for atoms 1 to 6: 0.291 -0.136 -0.157 -0.137 -0.103 -0.115

***

Entry 6:
Here is 9 unconnected molecules or ions with the total composition C9H36N18O9 from the Open Molecules 2025 dataset. Energies are from ωB97M-V/def2-TZVPD.

CARTESIAN COORDINATES (ANGSTROEM)
N1 -0.83 6.42 1.22
C1 -0.82 7.17 2.33
N2 0.27 7.83 2.60
O1 -1.94 7.42 2.80
H1 -1.73 6.05 0.99
H2 0.02 5.97 0.91
H3 1.00 7.51 1.99
H4 0.46 8.28 3.48
N3 -3.32 -5.61 2.56
C2 -3.69 -4.50 2.99
N4 -4.86 -4.07 2.62
O2 -2.88 -3.87 3.63
H5 -2.42 -6.01 2.78
H6 -3.91 -5.96 1.82
H7 -5.55 -4.72 2.28
H8 -5.03 -3.07 2.52
N5 0.19 -0.71 -1.42
C3 0.21 0.12 -0.45
N6 0.87 1.17 -0.69
O3 -0.35 -0.18 0.61
H9 -0.32 -1.58 -1.33
H10 0.76 -0.52 -2.24
H11 1.44 1.27 -1.52
H12 1.05 1.71 0.14
N7 4.46 -5.20 3.02
C4 3.46 -4.44 3.42
N8 2.35 -4.46 2.72
O4 3.57 -3.80 4.49
H13 4.50 -5.78 2.20
H14 5.29 -4.91 3.52
H15 2.42 -5.02 1.88
H16 1.49 -3.96 2.92
N9 3.18 7.65 -2.94
C5 3.13 6.37 -2.76
N10 3.45 5.86 -3.93
O5 2.85 5.86 -1.70
H17 3.21 8.17 -2.07
H18 3.10 7.97 -3.89
H19 4.29 6.32 -4.25
H20 3.38 4.88 -4.15
N11 -1.49 -7.31 -3.06
C6 -0.67 -6.34 -2.93
N12 -0.42 -5.75 -4.05
O6 -0.04 -6.15 -1.93
H21 -1.66 -7.88 -2.24
H22 -2.00 -7.49 -3.92
H23 -0.89 -6.25 -4.79
H24 0.17 -4.94 -4.20
N13 -4.08 1.53 3.71
C7 -4.76 1.94 2.77
N14 -4.30 1.47 1.77
O7 -5.67 2.71 2.82
H25 -4.08 1.80 4.69
H26 -3.29 1.04 3.31
H27 -4.70 1.69 0.87
H28 -3.50 0.85 1.78
N15 0.27 -1.60 -8.98
C8 0.99 -1.47 -7.87
N16 2.15 -2.00 -7.94
O8 0.69 -0.81 -6.94
H29 -0.57 -1.04 -9.03
H30 0.61 -2.31 -9.62
H31 2.56 -1.98 -7.02
H32 2.39 -2.75 -8.58
N17 0.70 3.19 5.36
C9 1.63 2.32 5.03
N18 1.32 1.08 5.39
O9 2.67 2.61 4.48
H33 0.92 4.14 5.12
H34 -0.03 2.87 5.98
H35 1.91 0.32 5.09
H36 0.44 0.86 5.83

Values from the calculation:
* SMILES string: NC(N)=O.NC(N)=O.NC(N)=O.NC(N)=O.NC(N)=O.NC(N)=O.NC(N)=O.NC(N)=O.NC(N)=O
* HOMO-LUMO gap: 8.863 eV
* energy: -2027.38266 a.u.
* multiplicity: 1
* ΔE to the lowest compared entry with this formula, charge and spin: 9.242 eV
* LUMO energy: -0.1 eV

Atom charges from the Mulliken analysis, given in e for atoms 1 to 6: -0.413 0.588 -0.364 -0.665 0.220 0.212

***

Entry 7:
Here is C2HN2PS2 in the gas phase from the Open Molecules 2025 dataset. Energies are from ωB97M-V/def2-TZVPD.

CARTESIAN COORDINATES (ANGSTROEM)
C1 -0.15 0.06 -0.03
C2 -3.49 -1.34 -0.27
N1 -2.79 -0.98 0.61
N2 -2.28 -0.32 1.46
P1 -4.11 -2.45 -1.45
S1 -2.83 -2.42 -2.92
S2 -0.74 0.20 1.50
H1 0.91 0.30 -0.06

Values from the calculation:
* HOMO-LUMO gap: 6.860 eV
* energy: -1323.84160 a.u.
* multiplicity: 1
* ΔE to the lowest compared entry with this formula, charge and spin: 4.937 eV
* LUMO energy: -2.0 eV

Atom charges from the Mulliken analysis, given in e for atoms 1 to 6: -0.415 0.265 0.663 -0.788 0.034 -0.215

***

- HOMO-LUMO gap of number 7 (C2HN2PS2)?
  6.860 eV

***

Please write out number 1 again, unchanged.
Here is a molecular structure, C2H5N5O from the Open Molecules 2025 dataset. Energies are from ωB97M-V/def2-TZVPD.

CARTESIAN COORDINATES (ANGSTROEM)
C1 1.16 0.32 0.86
C2 -0.22 1.07 -0.31
H1 -1.71 -1.04 -1.94
H2 -2.03 -0.47 -0.50
H3 0.54 -2.47 1.26
H4 1.77 0.10 1.64
H5 -1.40 2.64 0.23
N1 -1.33 -0.99 -0.95
N2 -0.13 -0.28 -0.73
N3 0.39 -0.74 0.48
N4 0.75 1.44 0.45
N5 -1.31 1.76 -0.56
O1 1.07 -1.92 0.64

Values from the calculation:
* HOMO-LUMO gap: 9.291 eV
* energy: -428.04237 a.u.
* multiplicity: 1
* ΔE to the lowest compared entry with this formula, charge and spin: 4.919 eV
* LUMO energy: 0.4 eV

Atom charges from the Mulliken analysis, given in e for atoms 1 to 6: -0.236 0.746 0.272 0.272 0.397 0.462